The following is a DFT calculation (wB97M-V/def2-TZVPD) of a molecular structure, C63H79BBaBrN11O5Se2Te2 in a non-equilibrium geometry.

Properties
LUMO level: 3.20 eV
HOMO: -0.43 eV
total charge: -2
electronic energy: -11390.0966 Ha
2S+1: 1

Element x y z (Å)
Ba: -0.16301 0.73436 -0.36621
C: 3.69929 2.02876 -0.55181
C: 3.52609 0.55636 -0.17261
C: 4.90579 -0.11184 -0.17761
C: 2.88349 0.39156 1.17119
C: 3.55099 0.36356 2.39579
C: 2.57549 0.09956 3.33929
C: 2.86239 -0.05434 4.80049
C: 3.73639 1.09916 5.29549
C: 3.54599 -1.40184 5.05469
N: 1.39219 -0.01884 2.69119
N: 1.58709 0.17536 1.37439
B: 0.03989 -0.37394 3.37069
N: -0.97601 0.78766 3.42269
N: -1.92511 0.95056 2.48449
C: -2.78821 1.84486 2.94409
C: -2.38781 2.28686 4.20599
C: -1.22691 1.59756 4.48209
C: -0.36061 1.81066 5.68239
C: -1.21701 2.01646 6.93469
C: 0.53989 3.02216 5.43979
C: -3.97851 2.37916 2.21229
C: -3.61541 3.77596 1.70309
C: -4.42741 1.45806 1.08639
N: -0.67411 -1.64614 2.82469
N: -0.93061 -1.87624 1.53159
C: -1.56661 -3.03964 1.43309
C: -1.73791 -3.57124 2.70979
C: -1.16711 -2.65854 3.57709
C: -1.19251 -2.88074 5.06399
C: -2.01741 -1.82594 5.80519
C: 0.19119 -3.06684 5.69539
C: -2.05511 -3.66464 0.15829
C: -1.20211 -3.26404 -1.03501
C: -2.08441 -5.19334 0.26969
H: 4.38629 2.12916 -1.39261
H: 4.08809 2.60406 0.29099
H: 2.74449 2.45146 -0.86061
H: 2.89399 0.07016 -0.92111
H: 5.60559 0.46696 0.42479
H: 5.28709 -0.15504 -1.19791
H: 4.85419 -1.12174 0.22569
H: 4.59739 0.52336 2.57169
H: 1.93169 -0.02774 5.36259
H: 4.72749 1.05366 4.85039
H: 3.84369 1.05336 6.37879
H: 3.28059 2.04826 5.02809
H: 4.51269 -1.43194 4.55619
H: 2.93639 -2.21384 4.66609
H: 3.69839 -1.55954 6.12249
H: 0.30659 -0.64674 4.48689
H: -2.87741 3.01716 4.81559
H: 0.26989 0.93356 5.84679
H: -1.82041 2.91646 6.84369
H: -0.57851 2.12486 7.81059
H: -1.87921 1.16336 7.08659
H: -0.04971 3.91946 5.26859
H: 1.14389 2.87526 4.55049
H: 1.19549 3.19246 6.29159
H: -4.80171 2.48286 2.93469
H: -2.68091 3.73176 1.15289
H: -3.45381 4.45286 2.53849
H: -4.39621 4.18356 1.06149
H: -5.29651 1.87196 0.56789
H: -4.68271 0.47466 1.48449
H: -3.61291 1.32746 0.38229
H: -2.22101 -4.48654 2.98329
H: -1.71621 -3.84084 5.18049
H: -1.62121 -0.83094 5.63759
H: -2.01221 -2.03564 6.87469
H: -3.04671 -1.84184 5.45169
H: 0.70179 -2.11844 5.80959
H: 0.81109 -3.71484 5.07779
H: 0.09169 -3.52114 6.68109
H: -3.08691 -3.32484 -0.01121
H: -1.64571 -3.62914 -1.95931
H: -1.10361 -2.18534 -1.08981
H: -0.21331 -3.70204 -0.92791
H: -1.09231 -5.57474 0.50729
H: -2.39681 -5.63304 -0.67771
H: -2.77671 -5.52194 1.04169
C: 3.36459 -1.39924 -4.89831
O: 2.41239 -2.18884 -5.58831
C: 2.54659 -3.55694 -5.48141
C: 2.92139 -4.23174 -6.63541
C: 3.05249 -5.60784 -6.67531
C: 2.83939 -6.33504 -5.51711
C: 2.46099 -5.68384 -4.36311
C: 2.26969 -4.29664 -4.31071
N: 1.85659 -3.78324 -3.10391
C: 1.41369 -2.48784 -2.74271
N: 0.53129 -1.99584 -3.62061
C: -0.02061 -0.73604 -3.94521
C: -0.06681 0.38496 -3.11381
C: -0.58081 1.53016 -3.73721
C: -1.06581 1.56886 -5.02821
C: -1.07961 0.41796 -5.79831
C: -0.53951 -0.72984 -5.25971
O: -0.50581 -1.94554 -5.95361
C: -0.44141 -1.89244 -7.35051
N: 1.71239 -2.00114 -1.59491
C: 2.51819 -2.66084 -0.68751
C: 2.03619 -2.75904 0.61879
C: 2.74569 -3.40854 1.60779
C: 3.95839 -4.00304 1.31059
C: 4.48539 -3.88004 0.03459
C: 3.79879 -3.19864 -0.95741
O: 4.31559 -3.01094 -2.22621
C: 5.69469 -3.18084 -2.40301
H: 2.96249 -0.38814 -4.86051
H: 4.31859 -1.39894 -5.44221
H: 3.53459 -1.75514 -3.88321
H: 3.12909 -3.63524 -7.51211
H: 3.34229 -6.09704 -7.59341
H: 2.96979 -7.40884 -5.50821
H: 2.29669 -6.25294 -3.45711
H: 2.05289 -4.37924 -2.31101
H: 0.41409 -2.59724 -4.42921
H: -0.58571 2.46986 -3.20131
H: -1.44871 2.49126 -5.44291
H: -1.50281 0.42676 -6.79331
H: -0.10951 -2.87944 -7.68071
H: 0.27799 -1.14224 -7.69351
H: -1.42191 -1.68144 -7.79801
H: 1.08399 -2.30254 0.82699
H: 2.34089 -3.45924 2.60789
H: 4.50839 -4.55584 2.05789
H: 5.44609 -4.32294 -0.17941
H: 5.93969 -2.72464 -3.36241
H: 5.97309 -4.24174 -2.43551
H: 6.26219 -2.68484 -1.60981
C: -3.92231 -0.98034 -1.45881
O: -3.11971 0.11646 -1.82461
C: -3.76121 1.17666 -2.40691
C: -4.85191 1.02786 -3.26751
C: -5.44671 2.17866 -3.75871
Br: -6.94271 2.00166 -4.93481
C: -5.04531 3.44306 -3.41541
C: -3.96501 3.60786 -2.51841
C: -3.30911 2.44106 -2.04251
O: -2.27621 2.53556 -1.17961
C: -3.59321 4.88276 -2.00431
N: -2.56831 5.10576 -1.17201
C: -2.62241 6.42906 -0.82331
C: -1.82101 7.17906 0.03259
C: -2.12691 8.51986 0.17789
C: -3.20201 9.10976 -0.48081
C: -4.02131 8.37396 -1.32271
C: -3.71471 7.03846 -1.48501
N: -4.30531 6.04986 -2.22801
H: -3.92011 -1.75384 -2.23641
H: -4.94971 -0.66774 -1.24551
H: -3.47891 -1.38084 -0.54951
H: -5.20271 0.04726 -3.54351
H: -5.55501 4.29916 -3.83391
H: -2.20871 3.51006 -0.95591
H: -1.00081 6.73816 0.57889
H: -1.50761 9.12106 0.82699
H: -3.40341 10.16216 -0.33651
H: -4.86841 8.81196 -1.83101
H: -5.11251 6.14716 -2.81721
Se: 1.97399 4.59876 -3.06051
Te: 0.35819 4.19736 -1.26151
Te: 2.04559 5.53246 0.35539
Se: 0.83899 5.31096 2.48029

Forces on the atoms, in the same order (eV/Å):
Ba -1.018 0.094 -0.602
C -0.208 -0.127 0.013
C 0.189 0.180 -0.156
C -0.290 -0.188 0.014
C 0.226 -0.121 0.351
C -0.282 -0.009 0.080
C 0.466 0.133 -0.253
C -0.002 -0.087 0.176
C -0.217 -0.069 -0.032
C -0.187 0.128 0.054
N 0.112 -0.198 0.830
N 0.491 -0.228 -0.084
B -0.197 0.055 -0.134
N 0.250 0.263 0.493
N -0.472 -0.176 -1.074
C 0.118 -0.025 0.369
C 0.169 -0.238 0.053
C -0.254 0.163 0.044
C 0.028 0.022 0.150
C 0.129 -0.232 -0.132
C 0.059 -0.230 0.020
C 0.002 -0.001 -0.240
C -0.114 -0.105 0.099
C -0.037 -0.024 0.207
N 0.167 -0.145 0.596
N -0.044 0.345 -1.260
C -0.038 0.091 0.309
C 0.062 0.224 0.175
C -0.318 -0.662 -0.112
C 0.203 0.200 0.224
C 0.047 -0.234 -0.072
C -0.163 -0.035 -0.065
C 0.113 -0.070 -0.218
C -0.332 -0.059 0.187
C -0.118 0.223 0.003
H -0.049 0.017 -0.058
H -0.064 0.027 -0.047
H 0.051 0.305 0.027
H 0.035 -0.053 -0.039
H 0.076 0.058 0.033
H 0.050 0.021 -0.061
H 0.091 -0.085 0.038
H 0.124 -0.006 0.035
H 0.001 -0.044 -0.009
H 0.125 0.022 -0.052
H 0.041 -0.009 0.110
H 0.053 0.148 0.017
H 0.104 -0.022 -0.080
H -0.022 -0.134 -0.019
H 0.037 -0.035 0.110
H 0.088 -0.005 0.271
H -0.091 0.216 0.174
H -0.057 0.004 -0.044
H -0.078 0.088 0.007
H 0.053 0.028 0.093
H -0.085 0.018 0.079
H -0.084 0.080 -0.045
H 0.104 0.106 -0.170
H 0.131 0.029 0.154
H 0.132 -0.081 -0.046
H 0.093 0.090 -0.084
H 0.033 0.122 0.038
H -0.089 0.079 -0.108
H 0.038 -0.008 -0.050
H -0.052 -0.060 -0.030
H 0.003 -0.046 -0.116
H -0.090 -0.221 0.122
H 0.077 0.170 -0.086
H 0.065 0.176 0.001
H -0.026 0.029 0.130
H -0.095 0.068 -0.017
H 0.132 0.152 0.028
H 0.067 -0.073 -0.029
H 0.003 -0.032 0.107
H 0.096 -0.088 0.017
H -0.009 0.028 -0.154
H 0.142 0.132 -0.198
H 0.164 0.074 -0.022
H 0.097 -0.017 0.056
H -0.050 -0.012 -0.061
H -0.039 -0.101 0.071
C 0.301 0.239 0.173
O -0.188 -0.677 -0.199
C 0.082 0.280 -0.076
C -0.011 -0.025 0.017
C 0.087 -0.005 -0.123
C 0.057 -0.044 0.001
C 0.000 0.004 -0.007
C 0.093 0.062 -0.363
N -0.282 0.194 0.523
C 0.041 -0.613 0.091
N -0.181 -0.662 -0.516
C -0.143 0.727 -0.251
C 0.330 -0.624 -0.085
C -0.023 0.057 0.024
C -0.165 0.142 -0.031
C -0.032 -0.182 -0.172
C 0.051 -0.258 0.023
O -0.124 0.244 0.394
C 0.016 -0.059 -0.265
N -0.525 1.066 -0.100
C 0.452 -0.421 0.087
C 0.204 -0.093 -0.217
C 0.025 -0.171 0.191
C -0.003 0.060 0.014
C 0.183 -0.130 -0.074
C -0.094 0.089 -0.298
O -0.468 0.118 0.521
C 0.294 -0.086 0.004
H 0.008 -0.005 0.009
H -0.054 0.002 0.014
H -0.012 0.026 0.005
H -0.050 0.101 -0.056
H 0.029 -0.050 -0.070
H -0.018 -0.044 0.002
H -0.085 -0.023 0.069
H 0.043 0.206 -0.061
H 0.054 -0.037 0.293
H -0.011 0.130 0.104
H -0.017 0.134 -0.039
H 0.038 -0.044 -0.080
H -0.039 0.059 -0.019
H -0.026 0.005 0.055
H 0.080 0.019 0.033
H -0.048 0.021 0.030
H -0.082 -0.011 0.106
H 0.063 0.013 0.115
H 0.100 -0.013 -0.060
H -0.008 -0.033 0.031
H -0.008 0.045 0.018
H 0.012 0.011 -0.029
C -0.175 -0.410 0.109
O 0.061 0.800 -0.172
C -0.432 -0.646 -0.208
C 0.718 0.276 0.458
C -0.388 -0.108 -0.256
Br 0.060 -0.041 0.004
C 0.637 0.175 0.474
C -0.497 -1.929 -0.594
C 0.175 1.031 0.147
O -0.813 -0.249 -0.299
C 1.019 2.040 1.178
N -1.972 -1.006 -0.862
C -0.498 0.534 -0.218
C 0.024 0.029 0.006
C 0.215 -0.159 0.161
C -0.304 0.006 -0.258
C -0.097 0.322 0.017
C 0.598 -0.122 0.322
N 0.120 -0.746 -0.166
H -0.005 0.100 0.042
H 0.082 -0.019 -0.009
H -0.052 -0.076 0.006
H -0.031 -0.055 -0.056
H -0.025 -0.007 0.018
H 0.405 0.198 0.145
H 0.215 -0.179 0.065
H 0.042 0.037 0.065
H -0.022 0.071 0.019
H -0.047 0.143 -0.032
H 0.066 0.002 0.044
Se 0.413 -0.105 -0.854
Te 0.776 0.133 0.196
Te 0.333 0.255 -0.115
Se -0.418 -0.057 0.759